DFT (the ωB97M-V functional and the def2-TZVPD basis) results for a molecular structure, C27H43BaN4O2PS5 at a distorted geometry.

XYZ file:
```
83
Properties=species:S:1:pos:R:3:forces:R:3:mulliken_charge:R:1
Ba -0.37780 -0.31632 0.90555 -0.12 1.18 0.78 0.884
C -0.97502 3.74778 0.48407 -0.04 -0.13 0.01 -0.912
N -1.50295 2.76608 1.42466 0.08 -0.11 -0.06 0.903
C -1.17014 3.18489 2.78868 0.00 -0.01 0.03 -1.015
C -2.95900 2.65302 1.31779 -0.01 -0.13 -0.08 -0.889
C -3.45560 1.96475 0.05258 0.15 0.09 0.14 -0.994
N -3.27466 0.51445 0.04336 0.10 -0.15 -0.10 0.983
C -4.20986 -0.14074 0.96221 0.02 0.06 0.01 -1.075
C -3.50571 0.01249 -1.30920 0.00 -0.01 0.03 -1.242
H -1.37438 4.75580 0.67738 0.01 0.01 -0.02 0.360
H -1.22177 3.47233 -0.54204 0.02 0.04 0.00 0.258
H 0.11232 3.78236 0.57194 0.00 0.02 -0.01 0.024
H -1.70375 4.10782 3.06551 0.03 0.02 -0.05 0.337
H -0.09956 3.37450 2.86375 -0.02 -0.02 0.00 0.210
H -1.43080 2.39610 3.49318 0.01 0.00 -0.01 0.232
H -3.41816 3.65459 1.36190 0.00 0.00 0.06 0.370
H -3.30512 2.09597 2.19004 -0.02 0.06 0.03 0.363
H -2.92657 2.37040 -0.81305 -0.07 0.00 -0.03 0.382
H -4.52178 2.21474 -0.07279 0.00 -0.02 -0.06 0.308
H -5.24949 0.15550 0.75082 0.01 -0.01 -0.04 0.316
H -3.97130 0.09371 1.99717 -0.01 -0.04 0.00 0.271
H -4.12904 -1.22136 0.84656 0.03 -0.01 0.05 0.286
H -4.52420 0.23895 -1.66096 0.00 -0.01 0.00 0.379
H -3.37015 -1.06981 -1.32649 -0.01 0.01 -0.01 0.299
H -2.79227 0.45804 -2.00457 -0.02 0.03 0.01 0.281
O 0.50330 -1.00189 -6.65820 0.01 -0.02 0.02 -0.517
C 0.07827 0.23662 -6.12267 -0.04 0.05 -0.04 -0.633
C 0.03145 0.12916 -4.62548 0.05 0.11 0.12 0.289
C 0.26143 1.23466 -3.81391 -0.08 -0.16 -0.16 -1.029
C 0.17760 1.06447 -2.44596 0.05 0.15 0.17 -0.492
N -0.10292 -0.09288 -1.85482 -0.03 -0.33 -0.43 0.610
C -0.32519 -1.16829 -2.62643 0.15 0.53 -0.41 0.350
C -0.26575 -1.07766 -4.01675 -0.07 -0.17 0.10 -0.704
C -0.63976 -2.44649 -1.94693 -0.13 -0.67 0.12 0.218
C -0.66882 -3.65605 -2.63318 0.09 0.25 -0.05 -0.621
C -0.97625 -4.83037 -1.95896 -0.11 -0.09 0.24 0.710
C -1.03279 -6.14083 -2.70444 -0.03 0.02 -0.01 -0.956
O -2.00780 -6.12557 -3.73641 0.04 0.04 -0.03 -0.506
C -1.25314 -4.75678 -0.60162 0.11 -0.01 -0.38 -0.991
C -1.19139 -3.51759 0.01486 -0.13 -0.11 0.28 -0.592
N -0.89565 -2.39392 -0.62873 -0.15 -0.45 -0.71 0.626
H 0.53344 -0.93404 -7.61650 -0.02 -0.01 -0.01 0.308
H -0.92717 0.49025 -6.48249 0.03 0.03 -0.01 0.274
H 0.75188 1.05087 -6.40684 0.01 -0.01 0.01 0.368
H 0.50018 2.20054 -4.23976 0.02 0.01 0.05 0.463
H 0.35966 1.90080 -1.77616 0.00 -0.01 -0.02 0.268
H -0.45193 -1.93582 -4.64420 0.01 -0.01 0.02 0.474
H -0.44154 -3.70916 -3.68834 -0.01 0.02 -0.01 0.389
H -1.21017 -6.95793 -1.99962 0.02 -0.01 -0.02 0.356
H -0.08122 -6.32206 -3.20461 0.01 -0.03 0.03 0.330
H -2.87762 -6.01556 -3.33907 -0.01 -0.01 0.02 0.327
H -1.49105 -5.64676 -0.03500 -0.01 0.04 0.07 0.384
H -1.37392 -3.43048 1.08066 0.05 0.05 -0.01 0.560
S -0.28546 -3.58556 8.16413 0.02 -0.08 0.19 -0.303
C -0.30914 -2.92506 6.65789 -0.03 0.09 -0.24 0.097
S 0.71623 -3.43274 5.36247 -0.20 0.20 0.02 -0.129
C 0.13302 -2.33034 4.11343 -0.25 0.06 0.59 0.029
C -0.85479 -1.48904 4.50185 0.23 -0.43 0.37 -0.198
S -1.68075 -0.28221 3.58086 -0.36 0.31 -0.07 -0.500
S -1.37088 -1.64813 6.18057 0.21 -0.17 -0.13 -0.096
S 0.91012 -2.46268 2.57452 0.29 -0.11 -0.40 -0.398
C 3.32190 3.30808 -0.79895 0.09 -0.10 0.07 -1.105
C 3.90144 2.06451 -0.12548 -0.33 0.01 0.04 -0.889
P 2.66820 1.19197 0.94755 0.45 0.14 0.10 0.495
C 2.54664 2.31306 2.41827 0.03 -0.16 -0.09 -0.140
C 3.79175 2.58479 3.25697 -0.08 -0.01 -0.02 -1.666
C 3.65353 -0.25700 1.55143 0.01 0.14 -0.05 -0.448
C 5.17518 -0.13379 1.64508 -0.10 -0.01 -0.02 -1.392
H 4.07230 3.78457 -1.43109 -0.04 0.04 -0.01 0.395
H 2.99686 4.04101 -0.05820 -0.02 0.02 -0.04 0.274
H 2.46461 3.05128 -1.42406 -0.01 0.03 0.00 0.098
H 4.77872 2.33007 0.46550 0.05 -0.05 -0.03 0.514
H 4.21866 1.34265 -0.88196 0.05 0.00 0.01 0.455
H 1.77291 1.86525 3.05084 -0.02 0.05 0.00 0.367
H 2.12997 3.25351 2.04353 -0.04 -0.02 0.01 0.202
H 4.14543 1.67086 3.73199 0.03 0.02 0.01 0.331
H 3.55423 3.29731 4.04830 0.03 -0.01 0.01 0.435
H 4.60502 3.00760 2.66539 0.01 -0.01 0.00 0.295
H 3.40441 -1.08020 0.87738 -0.03 -0.07 0.08 0.335
H 3.21842 -0.53638 2.51347 -0.04 -0.06 -0.02 0.399
H 5.62753 -0.05480 0.65600 0.04 0.02 0.02 0.303
H 5.57650 -1.02804 2.12357 0.03 0.00 -0.02 0.402
H 5.49111 0.72614 2.23222 0.02 0.00 -0.01 0.258
```
Positions in Å, forces in eV/Å.

Its net charge is 0. For the total energy, the calculation gives -102913.1799 eV. As for the frontier orbital gap: 4.589 eV. The energy above the lowest of the compared OMol25 structures with the same formula, charge and spin is 9.31 kcal per mole.